(1)
23
Properties=species:S:1:pos:R:3 method="wB97M-V/def2-TZVPD" e_tot_ha=-1904.27717 gap_ha="0.20091 / 0.16295" homo_energy_ev="-4.38 / -3.34" multiplicity=2 total_charge=-1
Mg -0.21 0.59 0.25
S 1.95 -0.86 -1.57
O 2.34 -1.71 -0.45
O 1.23 0.24 -0.90
O 3.10 -0.29 -2.25
O 1.05 -1.53 -2.51
S -0.67 -2.65 0.06
O -1.85 -3.18 0.77
O -0.65 -1.20 0.13
O 0.54 -3.12 0.72
O -0.68 -3.12 -1.36
O -1.34 1.12 -1.34
H -2.14 1.42 -1.77
H -0.66 1.22 -2.02
O -1.88 1.23 1.29
H -2.25 1.96 1.78
H -2.50 0.51 1.44
O 0.43 2.49 0.25
H -0.04 3.32 0.26
H 1.35 2.73 0.36
O 0.67 0.40 2.04
H 1.11 -0.45 2.05
H 1.09 0.89 2.75

(2)
12
Properties=species:S:1:pos:R:3 method="wB97M-V/def2-TZVPD" smiles="[SiH2]=N[SiH3].N" e_above_lowest_kj_mol=298.8 e_tot_ha=-693.21824 gap_ha=0.33663 homo_energy_ev=-9.42
N 2.43 0.14 2.60
N -1.23 -0.58 -1.26
Si -2.58 0.41 -1.80
Si 0.35 -0.46 -0.92
H 3.36 -0.25 2.91
H 1.90 0.33 3.43
H 1.91 -0.54 1.90
H -2.02 1.65 -2.21
H -3.25 -0.39 -2.91
H -3.38 0.49 -0.48
H 1.34 -1.50 -0.67
H 1.15 0.70 -0.59

(3)
12
Properties=species:S:1:pos:R:3 method="wB97M-V/def2-TZVPD" e_above_lowest_kj_mol=348.3 e_tot_ha=-693.19940 gap_ha=0.26711 homo_energy_ev=-7.77
N 1.84 0.32 -0.73
N 0.11 -1.45 -1.50
Si -1.05 0.60 1.44
Si 0.14 0.06 -0.57
H 2.30 1.07 -0.40
H 2.53 -0.25 -1.24
H -0.16 -1.14 -2.48
H -0.49 -2.16 -1.07
H -0.46 1.94 1.05
H -1.55 1.03 2.79
H -2.47 0.80 0.79
H -0.74 -0.82 1.93

(4)
13
Properties=species:S:1:pos:R:3 method="wB97M-V/def2-TZVPD" e_above_lowest_kj_mol=11.8 e_tot_ha=-467.91534 gap_ha=0.44678 homo_energy_ev=-15.56 total_charge=+1
Na 0.51 0.32 0.50
O 0.04 -1.75 1.62
H 0.42 -2.62 1.44
H -0.72 -1.92 2.20
O -1.82 0.28 -0.38
H -2.05 -0.65 -0.29
H -2.64 0.72 -0.63
O 1.36 2.57 0.69
H 0.55 3.10 0.76
H 2.07 3.21 0.82
O 0.83 -1.08 -1.85
H 1.42 -1.38 -2.56
H 0.03 -0.79 -2.30

(5)
13
Properties=species:S:1:pos:R:3 method="wB97M-V/def2-TZVPD" smiles=SS.O.O.O e_above_lowest_kj_mol=43.7 e_tot_ha=-1026.86937 gap_ha=0.35334 homo_energy_ev=-9.74
S -1.46 -1.03 -1.00
S 0.16 -1.29 -2.36
H -1.44 0.26 -1.34
H 1.15 -0.86 -1.50
H 0.16 1.85 -0.41
H -1.42 2.01 -0.40
O -0.66 1.90 -0.97
H 1.56 0.65 -0.16
H 0.99 0.15 1.20
O 1.34 0.98 0.74
H -0.31 -1.48 2.82
H -0.34 -1.55 1.32
O 0.27 -1.59 2.06

(6)
12
Properties=species:S:1:pos:R:3 method="wB97M-V/def2-TZVPD" smiles=O.O.O.O e_above_lowest_kj_mol=137.0 e_tot_ha=-305.72702 gap_ha=0.41316 homo_energy_ev=-10.92
O 2.09 2.46 4.37
H 2.71 2.74 3.67
H 2.67 2.53 5.17
O 2.19 5.30 3.33
H 2.07 4.49 3.88
H 1.97 4.87 2.51
O 3.06 4.84 6.67
H 3.02 4.45 7.64
H 2.26 5.12 6.43
O 2.72 3.93 9.16
H 2.10 3.27 8.90
H 2.59 4.05 10.08

(7)
12
Properties=species:S:1:pos:R:3 method="wB97M-V/def2-TZVPD" smiles=O.O.O.O e_above_lowest_kj_mol=99.2 e_tot_ha=-305.74143 gap_ha=0.39475 homo_energy_ev=-10.71
O -2.86 -0.23 -2.33
H -3.46 -0.82 -1.88
H -2.44 0.27 -1.63
O -1.73 0.11 0.31
H -0.84 0.43 0.17
H -1.66 -0.47 1.07
O 2.24 -0.77 -0.65
H 1.90 -0.21 0.04
H 3.19 -0.75 -0.53
O 1.79 0.88 1.43
H 2.53 1.24 1.92
H 1.34 0.32 2.07

(8)
12
Properties=species:S:1:pos:R:3 method="wB97M-V/def2-TZVPD" smiles=O.O.O.O e_above_lowest_kj_mol=108.2 e_tot_ha=-305.73800 gap_ha=0.41005 homo_energy_ev=-11.04
O -1.26 -0.80 2.55
H -0.98 -0.29 1.81
H -0.66 -1.52 2.71
O 1.44 -0.71 -1.52
H 1.78 -1.37 -2.07
H 1.36 -1.15 -0.65
O -1.11 -0.01 -0.56
H -0.44 -0.27 -1.15
H -1.46 -0.89 -0.37
O 0.75 2.57 -0.30
H 0.01 2.40 -0.95
H 0.57 2.04 0.51